(1)
Below is an isolated ion of composition C8H11N2O and charge +1 in a non-equilibrium geometry, with properties calculated with ωB97M-V/def2-TZVPD.

Element x y z (Å)
C 0.18325 -1.00818 0.61343
N -0.35984 -0.51208 -0.49672
C -1.70436 -0.47014 -0.85978
C -1.90096 0.93255 -1.37396
C -3.13979 1.78709 -1.31175
N -1.99303 2.09005 -0.54188
C 1.51685 -0.78610 0.87722
C 2.29960 -1.57438 1.73868
C 3.62153 -1.12775 1.59619
C 3.57865 -0.09592 0.69231
O 2.33876 0.01701 0.20067
H -0.53799 -1.34690 1.26044
H 0.41180 -0.32252 -1.19806
H -2.15062 -0.55301 0.11931
H -2.01786 -1.21263 -1.60009
H -1.40905 1.04519 -2.32128
H -3.44714 2.56955 -2.00924
H -3.90700 1.50774 -0.73856
H -2.08784 2.12027 0.50745
H 1.84741 -2.45203 2.27563
H 4.58072 -1.30626 2.11383
H 4.27691 0.69842 0.45617

Properties
Energy above the lowest of the compared OMol25 structures with the same formula, charge and spin, eV: 4.284
Net charge: +1
Calculated total energy, Ha: -495.825091

=====

(2)
Below is C31H26IrN2O2P as an isolated structure in a non-equilibrium geometry, with properties calculated with ωB97M-V/def2-TZVPD.

Element x y z (Å)
Ir -6.22014 -11.99706 -15.22957
C -7.64394 -12.38097 -17.08459
C -8.22573 -11.72938 -15.94120
C -8.21377 -10.36418 -15.84357
C -7.51163 -9.57448 -16.86718
C -6.88224 -10.20698 -17.87579
C -7.07190 -11.58987 -18.11534
H -7.75374 -13.43621 -17.32698
H -8.81400 -12.44098 -15.32715
H -8.76944 -9.89059 -15.07486
H -7.62586 -8.51105 -16.67005
H -6.34204 -9.66483 -18.63956
H -6.69545 -12.12371 -18.99333
O -2.20077 -10.00896 -16.26480
C -2.06196 -11.09875 -16.50730
C -2.62296 -12.22070 -17.44618
C -1.85484 -12.37634 -18.63177
C -1.88755 -13.68551 -19.27382
C -2.58359 -14.68474 -18.85423
C -3.31853 -14.58389 -17.60283
C -3.40389 -13.42748 -16.87915
P -4.46472 -13.55476 -15.42488
C -3.39637 -13.13690 -13.94454
C -2.03522 -12.79191 -14.00124
C -1.18572 -12.79707 -12.82790
C -1.87660 -12.96255 -11.63062
C -3.21043 -13.42290 -11.56345
C -3.87758 -13.52430 -12.72435
C -4.83249 -15.32482 -15.16040
C -6.02470 -15.98579 -15.32965
C -6.19949 -17.27304 -14.90609
C -5.03312 -18.03390 -14.51621
C -3.82065 -17.44707 -14.40584
C -3.66608 -16.07721 -14.56945
H -1.15846 -11.71208 -19.03859
H -1.22905 -13.79195 -20.18871
H -3.00842 -15.64458 -19.33107
H -4.04429 -15.31277 -17.13917
H -1.69070 -12.21225 -14.81631
H -0.15917 -12.38881 -12.87396
H -1.48756 -12.63256 -10.66709
H -3.70722 -13.61542 -10.55014
H -4.91211 -13.62965 -12.45432
H -6.94647 -15.49385 -15.71487
H -7.18845 -17.71684 -14.81655
H -5.32257 -19.09928 -14.38556
H -2.88636 -17.90713 -13.92538
H -2.71145 -15.43526 -14.51882
N -3.08665 -7.30374 -11.62780
C -3.36235 -8.32049 -12.51550
O -2.55499 -8.62899 -13.39064
C -4.59358 -9.09083 -12.36829
C -5.18229 -9.51867 -11.20049
C -6.17092 -10.53162 -11.26774
C -6.69706 -10.90219 -12.48260
N -6.05918 -10.53653 -13.60609
C -5.11682 -9.63908 -13.60118
H -2.23872 -6.79436 -11.84053
H -3.79966 -7.09681 -10.92540
H -4.92365 -9.17176 -10.23990
H -6.86920 -10.77642 -10.49101
H -7.75617 -11.44293 -12.58352
H -4.26103 -9.63489 -14.35406

Properties
Energy above the lowest of the compared OMol25 structures with the same formula, charge and spin, eV: 6.226
Expectation value of S²: 8.792
Net charge: +3
2S+1: 6
Calculated total energy, Ha: -1901.219279

=====

(3)
Below is C9H18AsF6O9Rb as an isolated structure in a non-equilibrium geometry, with properties calculated with ωB97M-V/def2-TZVPD.

Element x y z (Å)
Rb -10.15259 7.96214 -6.36989
As -13.25132 7.57472 -5.45161
F -12.59564 6.52471 -6.75754
F -13.42909 8.93226 -6.60838
F -13.79193 8.60378 -4.12931
F -13.01775 6.23181 -4.39529
F -11.55109 7.95624 -5.01104
F -14.93405 6.96331 -5.58462
C -8.30840 11.15804 -4.26465
O -8.31288 9.91293 -3.51316
C -8.60499 8.82507 -4.13147
O -8.59494 8.75098 -5.36126
O -8.77723 7.89798 -3.15990
C -9.09234 6.61584 -3.59056
H -7.84958 11.98471 -3.72225
H -9.31315 11.47079 -4.54885
H -7.64500 11.12264 -5.12880
H -9.17795 5.91385 -2.76112
H -8.47514 6.15811 -4.36363
H -10.04973 6.69826 -4.10507
C -12.40982 11.24089 -7.47316
O -11.11961 11.65034 -7.03033
C -10.06105 10.83960 -7.14231
O -10.09404 9.62218 -7.37804
O -8.98887 11.61979 -7.26944
C -7.71842 11.12025 -7.37315
H -13.06121 11.95384 -6.96768
H -12.71946 10.23939 -7.17447
H -12.36078 11.31957 -8.55920
H -7.63206 10.49808 -6.48233
H -6.94838 11.89080 -7.33575
H -7.67337 10.56872 -8.31224
C -13.56594 8.38260 -8.54515
O -12.21406 8.52982 -8.25796
C -11.26403 7.61209 -8.64325
O -10.11109 7.81181 -8.44810
O -11.79812 6.59860 -9.40892
C -10.90156 5.61455 -9.95028
H -13.86939 8.03683 -9.53331
H -14.11218 9.32442 -8.49326
H -14.00089 7.72822 -7.78972
H -10.77471 5.80799 -11.01545
H -11.49816 4.70403 -9.89447
H -9.93769 5.61053 -9.44134

Properties
Energy above the lowest of the compared OMol25 structures with the same formula, charge and spin, eV: 14.311
Calculated total energy, Ha: -3889.646099

=====

(4)
Below is C2H2O3 as an isolated structure in a non-equilibrium geometry, with properties calculated with ωB97M-V/def2-TZVPD.

Element x y z (Å)
C 0.98934 0.04533 0.48940
C -0.38025 -0.20895 0.10236
O 1.35904 -0.23661 -0.62228
O -0.89733 -1.29430 0.16639
O -0.93772 0.85163 -0.49775
H 1.58279 0.27153 1.37130
H -1.71589 0.57137 -1.00942

Properties
Energy above the lowest of the compared OMol25 structures with the same formula, charge and spin, eV: 1.490
Calculated total energy, Ha: -303.075599

=====

(5)
Below is FNO2S2Sm as an isolated structure in a non-equilibrium geometry, with properties calculated with ωB97M-V/def2-TZVPD.

Element x y z (Å)
Sm -1.75128 0.73851 0.67721
N 1.03618 -0.05359 -1.11344
S 1.58303 0.08027 0.53526
O 2.62258 1.15632 0.40205
O 0.33201 0.70324 1.27060
S -0.38182 -0.64328 -1.46997
F -0.74474 -2.26281 -0.83526

Properties
Expectation value of S²: 12.009
2S+1: 7
Calculated total energy, Ha: -1759.353349

=====

(6)
Below is one molecule with the formula C7H9NS in a non-equilibrium geometry, with properties calculated with ωB97M-V/def2-TZVPD.

Element x y z (Å)
C -0.99712 -2.00998 -0.56585
C -0.80277 -0.81989 -0.01628
C -1.87385 -0.09338 0.72140
S -2.60901 1.23821 -0.33751
C 0.62228 -0.10809 -0.08076
C 1.86923 -0.62616 -0.32528
C 2.77271 0.45014 -0.27977
C 2.04795 1.58285 -0.01461
N 0.74437 1.23123 0.11076
H -1.95225 -2.50325 -0.50589
H -0.21501 -2.52624 -1.09002
H -2.68196 -0.78187 0.97017
H -1.49597 0.38105 1.62700
H -3.72159 1.37442 0.38027
H 2.10955 -1.65486 -0.50209
H 3.83361 0.39191 -0.42773
H 2.36691 2.60141 0.07817
H -0.01708 1.87249 0.25803

Properties
Energy above the lowest of the compared OMol25 structures with the same formula, charge and spin, eV: 0.000
Calculated total energy, Ha: -725.043516